# 1
This record from the OMol25 dataset describes C24H39FeN3OP2 as an isolated structure in a non-equilibrium geometry. The level of theory is ωB97M-V/def2-TZVPD.

Each line ends with the Mulliken charge.
Element x y z (Å)
1 Fe 0.0794 -0.5182 -0.2250  1.008
2 C -2.0301 -3.2063 1.2865  -2.177
3 C -1.7767 -1.7317 1.4933  0.452
4 C -0.9100 -1.3739 2.5443  2.050
5 C -0.1666 -2.4636 3.2615  -2.821
6 C -0.8392 -0.0455 2.9821  0.951
7 C -0.0927 0.3049 4.2407  -2.124
8 C -1.5448 0.9502 2.2962  1.739
9 C -1.4862 2.3695 2.7853  -2.687
10 C -2.3924 0.6116 1.2293  1.187
11 C -3.3593 1.6527 0.7251  -2.264
12 C -2.5081 -0.7308 0.8103  0.987
13 C -3.5458 -1.1181 -0.2112  -2.677
14 H -2.2101 -3.6792 2.2519  0.477
15 H -1.1803 -3.7285 0.8443  0.351
16 H -2.9017 -3.4051 0.6744  0.344
17 H -0.8120 -2.9801 3.9766  0.444
18 H 0.6842 -2.0791 3.8167  0.570
19 H 0.1957 -3.2222 2.5678  0.382
20 H -0.5712 1.1326 4.7592  0.554
21 H 0.9409 0.6091 4.0461  0.205
22 H -0.0673 -0.5280 4.9375  0.427
23 H -2.1064 2.4990 3.6759  0.506
24 H -1.8441 3.0819 2.0462  0.519
25 H -0.4715 2.6574 3.0606  0.465
26 H -4.1107 1.2412 0.0621  0.551
27 H -2.8759 2.4844 0.2057  0.317
28 H -3.8928 2.0882 1.5707  0.460
29 H -4.5333 -1.1667 0.2529  0.424
30 H -3.3525 -2.0892 -0.6537  0.373
31 H -3.6151 -0.4113 -1.0319  0.476
32 C 3.5652 -0.5070 -0.9324  -1.492
33 P 1.9140 -0.7337 -1.6450  1.103
34 C 2.0699 -2.3142 -2.5294  -1.523
35 C 1.8216 0.4725 -2.9861  0.194
36 C 2.7850 0.5465 -3.9904  -0.737
37 C 2.6423 1.4636 -5.0139  -0.838
38 C 1.5397 2.3102 -5.0461  -0.803
39 C 0.5835 2.2466 -4.0477  -0.925
40 C 0.7237 1.3268 -3.0096  0.182
41 P -0.4373 1.2497 -1.6198  1.811
42 C -2.0636 1.4629 -2.3984  -1.204
43 C -0.1288 2.8138 -0.7394  -1.358
44 H 4.3210 -0.6755 -1.7005  0.561
45 H 3.7306 -1.2164 -0.1237  0.429
46 H 3.6731 0.5066 -0.5482  0.365
47 H 2.9822 -2.3128 -3.1265  0.480
48 H 1.2245 -2.4537 -3.1976  0.434
49 H 2.1144 -3.1453 -1.8264  0.431
50 H 3.6447 -0.1115 -3.9837  0.338
51 H 3.3882 1.5200 -5.7935  0.444
52 H 1.4310 3.0221 -5.8515  0.439
53 H -0.2657 2.9160 -4.0817  0.422
54 H -2.2382 2.5104 -2.6465  0.469
55 H -2.8537 1.1363 -1.7299  0.045
56 H -2.1036 0.8741 -3.3148  0.470
57 H -0.2108 3.6595 -1.4240  0.520
58 H 0.8802 2.7989 -0.3268  0.330
59 H -0.8406 2.9417 0.0806  0.167
60 N 3.0369 -1.2270 2.6415  -0.283
61 C 2.4650 -0.1855 2.0162  0.026
62 N 2.9130 1.0482 2.3033  -0.302
63 O 1.5662 -0.3618 1.1705  -0.535
64 H 3.7624 -1.1180 3.3287  0.195
65 H 2.6838 -2.1493 2.4566  0.253
66 H 3.6416 1.2218 2.9737  0.215
67 H 2.4814 1.8332 1.8492  0.205
68 N -1.0612 -2.8971 -1.8538  -0.082
69 C -0.6634 -1.9804 -1.2750  -0.141
70 H -1.4214 -3.6978 -2.3395  0.227

Values from the calculation:
Charge   +2
E   -3123.3847 a.u.
Kohn-Sham gap (alpha / beta)   0.304 / 0.296 Eh
HOMO energy (alpha / beta)   -0.5069 / -0.5108 hartree

=====

# 2
This record from the OMol25 dataset describes a 5-piece molecular cluster, C24H39N11O7S overall. The level of theory is ωB97M-V/def2-TZVPD.

Each line ends with the Mulliken charge.
Element x y z (Å)
1 C -4.9461 -4.3024 2.8270  -0.839
2 C -5.0787 -3.1821 2.1106  -0.651
3 C -4.0518 -2.1101 2.1248  0.670
4 C -3.4227 -1.7273 3.3087  -0.930
5 C -2.4374 -0.7605 3.3202  0.811
6 C -1.7314 -0.3833 4.6159  -1.118
7 N -2.3798 -0.9132 5.8018  -0.529
8 C -2.0743 -0.1410 2.1220  -0.551
9 C -2.7059 -0.5178 0.9406  1.516
10 C -3.7012 -1.5008 0.9137  -0.245
11 C -4.3489 -1.8830 -0.3886  -1.787
12 C -5.5639 -0.9714 -0.7400  -0.568
13 C -5.4293 -0.2886 -2.1015  -0.616
14 N -5.3159 -1.2262 -3.2290  -0.635
15 S -2.1729 0.3047 -0.5445  -0.397
16 C -0.4433 0.3491 -0.1964  0.908
17 C -0.0642 0.6418 1.1096  0.229
18 C 1.2879 0.7155 1.4286  -1.215
19 C 2.2385 0.4623 0.4532  -0.758
20 C 1.8709 0.1248 -0.8426  0.403
21 C 2.9275 -0.2027 -1.8749  0.001
22 C 2.9540 -1.7097 -2.0386  0.436
23 O 2.1241 -2.3710 -2.6121  -0.576
24 O 4.0184 -2.2939 -1.4160  -0.457
25 C 0.5151 0.0921 -1.1728  0.034
26 O 0.0855 -0.1867 -2.4511  -0.544
27 N -1.0719 0.8607 2.0720  -0.285
28 H -5.3843 -5.2441 2.5267  0.267
29 H -4.3249 -4.2739 3.7155  0.222
30 H -5.9555 -3.0340 1.4896  0.387
31 H -3.6929 -2.1962 4.2438  0.580
32 H -0.7285 -0.8213 4.5503  0.408
33 H -1.5901 0.7025 4.6697  0.315
34 H -1.7047 -1.2839 6.4503  0.230
35 H -2.9633 -0.2186 6.2482  0.260
36 H -4.6570 -2.9257 -0.3673  0.678
37 H -3.6246 -1.7914 -1.1997  0.643
38 H -5.6343 -0.1861 0.0140  0.405
39 H -6.4671 -1.5855 -0.7419  0.390
40 H -6.3425 0.2957 -2.2457  0.333
41 H -4.5767 0.3895 -2.0994  0.230
42 H -4.3629 -1.2963 -3.5565  0.287
43 H -5.6087 -2.1475 -2.9309  0.270
44 H 1.5609 0.9672 2.4464  0.359
45 H 3.2863 0.5245 0.7166  0.412
46 H 2.6960 0.2171 -2.8508  0.405
47 H 3.9143 0.0823 -1.5213  -0.268
48 H 3.7145 -3.1722 -1.1447  0.344
49 H 0.1942 0.6089 -2.9841  0.303
50 H -0.6354 1.0015 2.9707  0.221
51 C 6.9757 1.5978 -1.6489  0.719
52 O 5.8255 1.9793 -1.7984  -0.638
53 N 7.2807 0.2980 -1.3421  -0.317
54 N 8.0444 2.4346 -1.7763  -0.363
55 H 8.2173 -0.0339 -1.2158  0.163
56 H 6.5186 -0.3466 -1.2428  0.192
57 H 7.8544 3.3942 -2.0019  0.112
58 H 8.9966 2.1462 -1.6594  0.132
59 C 0.2038 -4.5483 -5.7878  0.560
60 O -0.5925 -5.2579 -6.3779  -0.667
61 N -0.0046 -4.0861 -4.5225  -0.271
62 N 1.3890 -4.1521 -6.3545  -0.332
63 H 0.6488 -3.5042 -4.0284  0.250
64 H -0.8587 -4.3519 -4.0712  0.167
65 H 1.5812 -4.4708 -7.2845  0.199
66 H 2.0558 -3.5705 -5.8841  0.162
67 C -4.8128 2.3789 6.9731  0.594
68 O -4.2807 1.2851 6.8811  -0.643
69 N -4.7426 3.3101 5.9766  -0.350
70 N -5.5210 2.7517 8.0797  -0.416
71 H -5.1739 4.2126 6.0301  0.169
72 H -4.2337 3.0600 5.1496  0.202
73 H -5.5899 2.0851 8.8252  0.215
74 H -5.9681 3.6426 8.1772  0.158
75 C 8.8229 5.9719 -3.4751  0.678
76 O 9.5748 5.8266 -2.5274  -0.632
77 N 7.4862 6.2209 -3.3168  -0.393
78 N 9.2499 5.8920 -4.7719  -0.395
79 H 6.8493 6.3388 -4.0811  0.162
80 H 7.1391 6.2885 -2.3784  0.217
81 H 10.2239 5.7097 -4.9227  0.216
82 H 8.6457 6.0063 -5.5627  0.164

Values from the calculation:
E   -2465.2839 a.u.
SMILES string   C=Cc1cc(CN)c2c(c1CCCN)Sc1c(ccc(CC(=O)O)c1O)N2.NC(N)=O.NC(N)=O.NC(N)=O.NC(N)=O
Kohn-Sham gap   0.289 Eh
HOMO energy   -0.2749 hartree

=====

- Which of these has the highest E?
  C24H39N11O7S

=====

- Which of these has the highest E?
  C24H39N11O7S

=====

- Look up the E of the second one.
  -2465.2839 a.u.